No. 1
Formula: C21H22N3PdS3
Source: the OMol25 dataset
Level of theory: ωB97M-V/def2-TZVPD

Structure (XYZ):
```
50
C21H22N3PdS3 | the OMol25 dataset | ωB97M-V/def2-TZVPD
Pd 1.75 -0.93 -1.43
S 4.13 -0.93 -1.36
C 4.48 -0.93 0.32
C 5.83 -0.93 0.70
C 6.20 -0.93 2.04
C 5.22 -0.93 3.03
C 3.87 -0.93 2.67
C 3.49 -0.93 1.32
S 1.81 -0.93 0.96
H 6.61 -0.93 -0.07
H 7.25 -0.93 2.31
H 5.49 -0.93 4.08
H 3.11 -0.93 3.44
N 2.63 1.72 1.00
C 1.52 1.62 0.21
S 1.75 1.44 -1.43
N 0.37 1.63 0.97
C -1.00 1.70 0.63
C -1.91 1.45 1.66
C -3.29 1.51 1.44
C -3.77 1.83 0.18
C -2.88 2.09 -0.86
C -1.50 2.04 -0.63
H 3.51 1.80 0.49
H 2.59 2.25 1.86
H 0.55 1.45 1.95
H -1.56 1.19 2.66
H -3.98 1.30 2.25
H -4.84 1.87 0.00
H -3.25 2.36 -1.84
H -0.85 2.29 -1.46
C -1.65 -2.53 0.55
C -2.38 -1.70 -0.47
C -3.78 -1.69 -0.49
C -4.48 -0.93 -1.43
C -3.78 -0.17 -2.37
C -2.38 -0.16 -2.38
C -1.65 0.66 -3.40
C -1.68 -0.93 -1.43
N -0.25 -0.93 -1.43
H -2.35 -3.06 1.21
H -1.03 -1.89 1.18
H -1.03 -3.28 0.06
H -4.34 -2.28 0.24
H -5.56 -0.93 -1.43
H -4.34 0.41 -3.09
H -2.35 1.19 -4.06
H -1.03 0.02 -4.03
H -1.03 1.42 -2.91
H 1.75 -2.62 -1.43
```

Its HOMO energy (alpha / beta) is -3.5 / -3.5 eV. The LUMO energy (alpha / beta) comes out at 1.92 / 1.92 eV. As for the total charge: -1.


No. 2
Formula: C21H22N4O5S
Source: the OMol25 dataset
Level of theory: ωB97M-V/def2-TZVPD

Structure (XYZ):
```
53
C21H22N4O5S | the OMol25 dataset | ωB97M-V/def2-TZVPD
C -6.00 -0.12 1.43
C -6.13 0.74 0.44
C -5.17 0.89 -0.71
O -4.10 -0.03 -0.68
C -3.01 0.34 0.03
O -2.92 1.43 0.56
C -1.95 -0.67 0.10
C -2.01 -1.92 -0.42
C -3.15 -2.49 -1.20
N -0.95 -2.78 -0.25
C 0.17 -2.45 0.47
S 1.37 -3.76 0.53
C 2.85 -2.85 -0.04
C 2.45 -1.95 -1.18
O 1.60 -2.24 -1.98
N 3.07 -0.73 -1.25
C 4.03 -0.18 -0.41
O 4.74 -0.81 0.33
O 4.06 1.14 -0.59
C 4.93 1.88 0.28
C 4.25 2.16 1.60
C 0.29 -1.25 1.07
C 1.39 -0.88 1.85
N 2.27 -0.51 2.49
C -0.73 -0.15 0.83
C -0.04 0.93 0.03
C 0.32 2.15 0.59
C 1.03 3.06 -0.17
C 1.39 2.70 -1.46
N 1.05 1.54 -2.01
C 0.33 0.70 -1.29
H -6.71 -0.17 2.23
H -5.16 -0.80 1.48
H -6.96 1.43 0.40
H -4.77 1.91 -0.71
H -5.69 0.71 -1.66
H -4.07 -2.45 -0.62
H -3.31 -1.91 -2.11
H -2.94 -3.52 -1.47
H -0.95 -3.67 -0.72
H 3.54 -3.62 -0.39
H 3.30 -2.32 0.79
H 2.67 -0.08 -1.93
H 5.15 2.80 -0.27
H 5.85 1.30 0.43
H 3.34 2.74 1.44
H 3.99 1.23 2.10
H 4.92 2.73 2.24
H -1.04 0.28 1.79
H 0.04 2.38 1.61
H 1.31 4.02 0.23
H 1.98 3.35 -2.09
H 0.07 -0.23 -1.78
```

Its HOMO energy is -8.4 eV. The LUMO energy comes out at -0.12 eV. As for the SMILES: C=CCOC(=O)C1=C(C)NC(SCC(=O)NC(=O)OCC)=C(C#N)[C@H]1c1cccnc1.


No. 3
Formula: C21H22N4O6
Source: the OMol25 dataset
Level of theory: ωB97M-V/def2-TZVPD

Structure (XYZ):
```
53
C21H22N4O6 | the OMol25 dataset | ωB97M-V/def2-TZVPD
C -1.66 2.49 -4.61
C -1.43 3.76 -3.78
N -0.40 3.57 -2.79
C -0.52 2.88 -1.65
C -1.78 2.45 -1.16
C -1.90 1.75 0.01
C -0.78 1.48 0.81
C -0.85 0.65 2.03
O -0.05 0.67 2.93
O -1.88 -0.21 1.95
C -1.91 -1.25 2.91
C -0.74 -2.25 2.89
O -0.70 -3.08 3.76
N 0.24 -2.07 1.95
C -0.04 -1.75 0.62
C -1.25 -2.09 0.02
C -1.52 -1.72 -1.28
C -0.56 -1.04 -2.02
C 0.67 -0.76 -1.46
C 0.94 -1.11 -0.15
N 2.16 -0.85 0.44
C 2.61 -1.44 1.57
O 3.74 -1.26 1.97
C 1.64 -2.41 2.27
C 1.93 -2.28 3.77
C 1.95 -3.83 1.78
C 0.46 1.89 0.37
C 0.61 2.53 -0.86
N 1.93 2.70 -1.33
O 2.80 2.01 -0.83
O 2.15 3.47 -2.26
H -0.74 2.21 -5.12
H -2.42 2.67 -5.36
H -1.97 1.67 -3.98
H -2.36 4.06 -3.30
H -1.11 4.57 -4.43
H 0.55 3.80 -3.06
H -2.66 2.66 -1.74
H -2.87 1.41 0.34
H -2.86 -1.77 2.77
H -1.89 -0.82 3.93
H -1.99 -2.63 0.59
H -2.47 -1.97 -1.73
H -0.76 -0.76 -3.05
H 1.44 -0.27 -2.04
H 2.80 -0.22 -0.04
H 1.47 -3.08 4.34
H 3.00 -2.30 3.91
H 1.55 -1.32 4.13
H 1.77 -3.92 0.71
H 3.00 -4.07 1.97
H 1.32 -4.54 2.31
H 1.34 1.69 0.96
```

Its HOMO energy is -8.2 eV. The LUMO energy comes out at -0.76 eV. As for the SMILES: CCNc1ccc(C(=O)OCC(=O)N2c3ccccc3NC(=O)C2(C)C)cc1[N+](=O)[O-].


No. 4
Formula: C21H22N4OS
Source: the OMol25 dataset
Level of theory: ωB97M-V/def2-TZVPD

Structure (XYZ):
```
49
C21H22N4OS | the OMol25 dataset | ωB97M-V/def2-TZVPD
N -0.57 -6.01 6.08
C 0.31 -5.32 5.33
N -0.05 -5.09 4.10
C 1.06 -4.43 3.35
C 0.62 -3.44 2.28
C -0.64 -2.82 2.26
C -1.00 -1.98 1.18
C -0.06 -1.67 0.18
N -0.44 -0.87 -0.92
C 0.05 -0.83 -2.22
O 1.01 -1.47 -2.58
C -0.48 0.20 -3.22
C 0.66 1.24 -3.47
C 0.22 2.46 -4.21
C -0.72 3.32 -3.39
C -2.05 3.52 -3.65
N -2.56 4.42 -2.72
C -1.55 4.77 -1.85
C -1.55 5.61 -0.73
C -0.37 5.79 -0.03
C 0.84 5.20 -0.46
C 0.82 4.34 -1.57
C -0.39 4.11 -2.23
C 1.22 -2.26 0.26
C 1.55 -3.14 1.27
C 1.98 -3.80 4.37
S 1.90 -4.82 5.90
H -1.52 -6.00 5.73
H -0.42 -5.94 7.06
H 1.61 -5.22 2.82
H -1.38 -3.10 3.01
H -2.00 -1.55 1.17
H -1.30 -0.38 -0.80
H -1.33 0.73 -2.77
H -0.73 -0.26 -4.15
H 1.49 0.76 -4.06
H 1.11 1.49 -2.52
H -0.31 2.11 -5.10
H 1.09 3.01 -4.59
H -2.59 3.04 -4.46
H -3.55 4.69 -2.62
H -2.46 6.10 -0.41
H -0.31 6.47 0.83
H 1.76 5.42 0.07
H 1.74 3.89 -1.96
H 2.01 -2.07 -0.46
H 2.51 -3.62 1.24
H 3.05 -3.80 4.03
H 1.69 -2.79 4.61
```

Its HOMO energy is -8.0 eV. The LUMO energy comes out at 0.66 eV. As for the SMILES: NC1=N[C@@H](c2ccc(NC(=O)CCCc3c[nH]c4ccccc34)cc2)CS1.


No. 5
Formula: C21H22N5O3S3Y
Source: the OMol25 dataset
Level of theory: ωB97M-V/def2-TZVPD

Structure (XYZ):
```
55
C21H22N5O3S3Y | the OMol25 dataset | ωB97M-V/def2-TZVPD
Y 0.10 1.63 0.73
C -2.95 4.22 0.14
C -3.04 3.36 1.22
C -2.96 1.98 1.03
C -2.76 1.47 -0.25
C -2.65 2.34 -1.33
C -2.76 3.71 -1.14
H -3.00 5.29 0.29
H -3.19 3.75 2.22
H -3.14 1.31 1.86
H -2.81 0.40 -0.42
H -2.51 1.94 -2.33
H -2.66 4.39 -1.98
N 2.34 0.74 1.98
C 3.12 0.25 0.84
C 2.93 1.16 -0.38
O 3.60 0.93 -1.40
N 2.02 2.10 -0.21
C 1.82 3.09 -1.26
C 0.70 4.05 -0.81
O 0.58 5.14 -1.33
O -0.06 3.57 0.13
H 2.76 1.60 2.33
H 2.37 0.07 2.74
H 2.78 -0.75 0.59
H 4.20 0.20 1.03
H 1.51 2.62 -2.21
H 2.73 3.66 -1.46
S -0.55 1.86 3.42
C -0.65 0.19 3.17
N -0.45 -0.35 1.98
C -0.48 -1.74 2.03
C -0.24 -2.61 0.97
C -0.29 -3.98 1.20
C -0.58 -4.49 2.46
C -0.82 -3.64 3.52
C -0.76 -2.27 3.30
S -0.96 -0.97 4.44
H -0.02 -2.21 -0.01
H -0.09 -4.66 0.38
H -0.62 -5.56 2.61
H -1.05 -4.02 4.51
C -1.12 -2.82 -2.75
N 0.28 -2.45 -2.69
C 1.35 -3.23 -3.09
C 2.46 -2.50 -2.88
N 2.07 -1.30 -2.35
C 0.73 -1.26 -2.23
S -0.29 -0.01 -1.67
H -1.26 -3.58 -3.52
H -1.71 -1.94 -3.00
H -1.47 -3.21 -1.79
H 1.22 -4.22 -3.48
H 3.50 -2.74 -3.05
H 2.72 -0.51 -2.09
```

Its HOMO energy is -8.1 eV. The LUMO energy comes out at 0.27 eV.